(1)
A molecular structure, C23H34AsBN7O3Ti. Source: the Open Molecules 2025 dataset; level of theory: the ωB97M-V functional and the def2-TZVPD basis.

Geometry as ORCA input:
```
! RIJCOSX wB97M-V def2-TZVPD def2/J DEFGRID3
* xyz 2 2
Ti 0.122 0.253 0.470
C -3.455 0.111 3.006
C -2.605 -0.453 2.061
N -1.593 0.377 1.792
N -1.780 1.482 2.549
C -2.893 1.345 3.281
B -0.867 2.714 2.374
N 0.581 2.279 2.710
C 1.432 2.764 3.622
C 2.581 1.987 3.611
C 2.336 1.021 2.639
N 1.126 1.207 2.098
N -0.928 3.097 0.882
C -1.302 4.245 0.300
C -1.269 4.073 -1.072
C -0.859 2.753 -1.247
N -0.659 2.173 -0.063
H -4.353 -0.310 3.425
H -2.671 -1.411 1.571
H -3.215 2.134 3.944
H -1.211 3.617 3.073
H 1.166 3.616 4.228
H 3.454 2.100 4.230
H 2.948 0.189 2.329
H -1.569 5.102 0.898
H -1.518 4.797 -1.830
H -0.702 2.198 -2.158
C 0.234 -1.593 3.207
O 0.526 -1.618 1.793
C 0.652 -2.964 1.308
C 1.810 -3.032 0.340
O 1.642 -2.093 -0.712
C 1.208 -2.676 -1.933
H 1.047 -2.069 3.752
H -0.701 -2.115 3.408
H 0.145 -0.558 3.514
H -0.289 -3.267 0.838
H 0.846 -3.631 2.148
H 1.904 -4.051 -0.042
H 2.736 -2.782 0.861
H 0.260 -3.211 -1.810
H 1.955 -3.370 -2.319
H 1.064 -1.866 -2.643
C 3.339 2.948 -0.519
As 3.017 1.224 -1.294
C 2.954 1.328 -3.206
C 4.368 -0.025 -0.751
O 1.509 0.707 -0.759
H 4.288 3.352 -0.870
H 3.360 2.843 0.565
H 2.525 3.612 -0.806
H 3.943 1.567 -3.594
H 2.252 2.105 -3.498
H 2.631 0.368 -3.602
H 5.329 0.290 -1.155
H 4.109 -1.013 -1.128
H 4.425 -0.042 0.335
N -1.220 -0.795 -0.812
C -1.937 -1.320 -1.536
C -2.826 -1.968 -2.433
C -3.579 -1.204 -3.332
C -4.445 -1.845 -4.196
C -4.564 -3.230 -4.163
C -3.817 -3.985 -3.267
C -2.944 -3.362 -2.397
H -3.484 -0.126 -3.341
H -5.034 -1.267 -4.895
H -5.247 -3.725 -4.841
H -3.921 -5.062 -3.248
H -2.362 -3.941 -1.690
*
```

- Orbital gap (alpha / beta): 8.472 / 8.961 eV
- LUMO (alpha / beta): -5.50 / -5.30 eV

Results of the natural (NBO) charge analysis, in e, for atoms 1 through 4: atom 1 (Ti): 1.760, atom 2 (C): -0.320, atom 3 (C): -0.004, atom 4 (N): -0.430

---

(2)
A single C13H11NO4S molecule in a non-equilibrium geometry. Source: the Open Molecules 2025 dataset; level of theory: the ωB97M-V functional and the def2-TZVPD basis.

Geometry as ORCA input:
```
! RIJCOSX wB97M-V def2-TZVPD def2/J DEFGRID3
* xyz 0 1
O -2.593 0.893 2.115
C -1.842 1.199 1.224
C -0.567 1.996 1.480
C 0.638 1.015 1.327
C 1.504 1.242 0.121
C 2.713 0.672 0.016
S 3.467 -0.416 1.160
C 3.264 1.195 -1.308
O 4.405 1.365 -1.615
O 2.137 1.513 -2.049
C 1.248 2.069 -1.116
O 0.527 2.998 -1.323
N -2.076 0.781 -0.130
C -1.721 -0.569 -0.386
C -0.711 -0.872 -1.268
C -0.345 -2.159 -1.525
C -0.975 -3.189 -0.879
C -1.981 -2.902 0.001
C -2.359 -1.611 0.228
H -0.600 2.306 2.521
H -0.464 2.864 0.831
H 1.284 1.182 2.196
H 0.329 -0.030 1.410
H 2.408 -1.210 1.438
H -1.614 1.407 -0.779
H -0.200 -0.069 -1.789
H 0.449 -2.353 -2.234
H -0.667 -4.207 -1.079
H -2.493 -3.715 0.497
H -3.167 -1.394 0.915
*
```

- SMILES: O=C(CCC1=C(S)C(=O)OC1=O)Nc1ccccc1
- Orbital gap: 8.051 eV
- LUMO: -0.99 eV

Results of the natural (NBO) charge analysis, in e, for atoms 1 through 4: atom 1 (O): -0.535, atom 2 (C): 0.714, atom 3 (C): -0.517, atom 4 (C): -0.448

---

(3)
3 unconnected molecules or ions with the total composition C13H18FN2P in a non-equilibrium geometry. Source: the Open Molecules 2025 dataset; level of theory: the ωB97M-V functional and the def2-TZVPD basis.

Geometry as ORCA input:
```
! RIJCOSX wB97M-V def2-TZVPD def2/J DEFGRID3
* xyz 0 1
C 1.767 -4.087 2.151
C 1.222 -4.165 0.581
C 2.534 -4.023 -0.392
F 2.189 -3.374 -1.682
P 3.431 -5.662 -0.790
H 2.308 -3.034 2.310
H 0.877 -4.253 2.915
H 2.567 -4.961 2.248
H 0.517 -3.216 0.417
H 0.572 -5.123 0.406
H 3.291 -3.291 0.161
H 4.427 -6.013 0.190
H 2.526 -6.744 -1.083
C -0.214 0.538 -2.496
C -0.914 1.009 -1.390
C -0.540 0.554 -0.136
N 0.463 -0.325 0.076
C 1.123 -0.766 -1.017
C 0.826 -0.367 -2.310
H -0.478 0.873 -3.495
H -1.730 1.714 -1.502
H -1.054 0.894 0.759
H 1.924 -1.473 -0.820
H 1.391 -0.752 -3.151
C -3.175 6.150 0.705
C -3.276 5.338 1.831
C -2.629 4.113 1.815
N -1.907 3.658 0.768
C -1.829 4.467 -0.311
C -2.438 5.709 -0.388
H -3.668 7.117 0.681
H -3.844 5.652 2.699
H -2.675 3.445 2.671
H -1.245 4.077 -1.140
H -2.340 6.318 -1.280
*
```

- SMILES: CC[C@H](F)P.c1ccncc1.c1ccncc1
- Orbital gap: 9.410 eV
- LUMO: 0.90 eV

Results of the natural (NBO) charge analysis, in e, for atoms 1 through 4: atom 1 (C): -0.638, atom 2 (C): -0.456, atom 3 (C): -0.052, atom 4 (F): -0.398

---

(4)
A molecular structure, C34H38ClF3IIrN4O9S2Si in a non-equilibrium geometry. Source: the Open Molecules 2025 dataset; level of theory: the ωB97M-V functional and the def2-TZVPD basis.

Geometry as ORCA input:
```
! RIJCOSX wB97M-V def2-TZVPD def2/J DEFGRID3
* xyz 1 2
Ir 0.037 -0.184 -0.216
Cl 1.822 -2.255 6.232
C 1.029 -1.544 4.868
C -0.166 -0.899 5.028
C -0.835 -0.349 3.914
I -2.628 0.688 4.116
C -0.319 -0.466 2.650
O -0.914 -0.007 1.555
C 0.909 -1.087 2.512
N 1.371 -1.110 1.246
C 2.534 -1.662 0.980
C 3.321 -2.232 1.993
C 2.874 -2.216 3.288
C 1.622 -1.634 3.588
H -0.602 -0.810 6.013
H 2.865 -1.649 -0.051
H 4.276 -2.668 1.740
H 3.468 -2.633 4.090
O -5.605 4.665 -2.506
N -4.516 4.754 -1.993
O -3.945 5.798 -1.758
C -3.840 3.482 -1.626
C -4.555 2.361 -1.835
C -4.033 1.076 -1.499
C -4.798 -0.101 -1.580
C -4.231 -1.285 -1.197
C -2.895 -1.296 -0.779
N -2.162 -0.202 -0.715
C -2.727 0.981 -1.034
C -1.971 2.166 -0.812
N -0.741 1.982 -0.303
C -0.012 3.027 0.038
C -0.466 4.331 -0.161
C -1.695 4.541 -0.724
C -2.507 3.435 -1.062
H -5.549 2.436 -2.255
H -5.829 -0.049 -1.910
H -4.790 -2.210 -1.215
H -2.408 -2.216 -0.484
H 0.960 2.827 0.465
H 0.165 5.163 0.116
H -2.049 5.543 -0.894
C 1.696 -1.225 -5.502
C 1.974 -2.557 -4.826
C 3.314 -2.542 -4.104
C 1.939 -3.690 -5.842
O 0.889 -2.778 -3.886
Si 0.608 -3.665 -2.586
S -0.082 -2.492 -0.812
O -0.680 -4.624 -2.703
C -1.908 -4.622 -3.462
C -2.312 -3.197 -3.822
C -1.679 -5.447 -4.719
C -2.961 -5.269 -2.578
O 1.897 -4.477 -2.066
C 2.121 -5.616 -1.200
C 3.617 -5.660 -0.947
C 1.364 -5.440 0.111
C 1.642 -6.871 -1.917
H 2.533 -0.954 -6.146
H 1.565 -0.452 -4.750
H 0.790 -1.283 -6.107
H 4.117 -2.438 -4.835
H 3.458 -3.472 -3.558
H 3.371 -1.702 -3.417
H 2.732 -3.555 -6.579
H 0.978 -3.709 -6.359
H 2.086 -4.651 -5.344
H -1.552 -2.735 -4.453
H -2.408 -2.599 -2.916
H -3.264 -3.198 -4.354
H -0.880 -5.007 -5.318
H -2.591 -5.482 -5.316
H -1.395 -6.466 -4.455
H -3.087 -4.696 -1.656
H -2.665 -6.285 -2.316
H -3.916 -5.311 -3.104
H 3.944 -4.733 -0.472
H 4.160 -5.779 -1.885
H 3.860 -6.496 -0.291
H 1.659 -4.511 0.601
H 1.578 -6.274 0.779
H 0.288 -5.406 -0.075
H 2.186 -7.004 -2.854
H 0.579 -6.784 -2.140
H 1.801 -7.748 -1.288
F 0.141 2.131 -3.005
C 1.479 2.198 -2.920
F 1.971 2.209 -4.143
F 1.791 3.328 -2.294
S 2.104 0.721 -1.976
O 3.412 0.477 -2.469
O 1.044 -0.297 -2.239
O 2.016 1.083 -0.556
*
```

- Orbital gap (alpha / beta): 6.327 / 5.942 eV
- LUMO (alpha / beta): -4.36 / -4.72 eV

Results of the Mulliken charge analysis, in e, for atoms 1 through 4: atom 1 (Ir): 4.030, atom 2 (Cl): -0.238, atom 3 (C): 0.580, atom 4 (C): -0.458

---

(5)
A single C4H4O3 molecule. Source: the Open Molecules 2025 dataset; level of theory: the ωB97M-V functional and the def2-TZVPD basis.

Geometry as ORCA input:
```
! RIJCOSX wB97M-V def2-TZVPD def2/J DEFGRID3
* xyz 0 1
C 0.000 -0.712 1.528
C 0.728 -0.007 0.412
O 1.929 -0.018 0.258
C -0.107 0.849 -0.553
O -0.540 1.924 -0.209
C -0.400 0.320 -1.963
O -1.411 -0.312 -2.143
H 0.030 -0.069 2.417
H 0.506 -1.653 1.764
H -1.047 -0.895 1.269
H 0.311 0.572 -2.780
*
```

- SMILES: CC(=O)C(=O)C=O
- Orbital gap: 9.653 eV
- LUMO: -0.04 eV

Results of the natural (NBO) charge analysis, in e, for atoms 1 through 4: atom 1 (C): -0.726, atom 2 (C): 0.512, atom 3 (O): -0.494, atom 4 (C): 0.406

---

(6)
A molecular structure, C22H18AsInN4O2S4Se in a non-equilibrium geometry. Source: the Open Molecules 2025 dataset; level of theory: the ωB97M-V functional and the def2-TZVPD basis.

Geometry as ORCA input:
```
! RIJCOSX wB97M-V def2-TZVPD def2/J DEFGRID3
* xyz -2 1
In 0.519 -0.499 -2.066
O 0.884 -0.435 -4.137
C 1.655 0.570 -4.638
C 2.709 0.232 -5.506
C 3.519 1.214 -6.016
C 3.398 2.557 -5.551
C 2.459 2.931 -4.641
C 1.504 1.983 -4.191
C 0.442 2.311 -3.260
N -0.166 1.482 -2.485
N -1.244 1.915 -1.791
C -2.002 0.840 -1.324
O -1.578 -0.373 -1.481
C -3.252 1.090 -0.651
C -3.645 2.428 -0.518
C -4.929 2.773 -0.171
C -5.901 1.792 0.017
C -5.530 0.469 -0.129
C -4.217 0.110 -0.475
H 2.786 -0.800 -5.892
H 4.211 1.014 -6.837
H 4.133 3.264 -5.908
H 2.459 3.972 -4.348
H 0.119 3.332 -3.118
H -2.884 3.232 -0.619
H -5.251 3.792 -0.118
H -6.934 2.069 0.253
H -6.267 -0.367 -0.141
H -3.914 -0.939 -0.494
S 0.004 -4.800 2.249
As 1.871 -2.947 0.087
S 0.786 -2.920 -1.882
S 3.104 -0.716 0.015
S 3.157 -4.473 -0.759
C -1.595 -2.265 3.195
N -0.189 -2.445 3.560
C 0.568 -3.518 3.154
Se 1.532 0.444 0.842
N 1.863 -3.292 3.586
C 1.985 -2.000 4.083
C 3.113 -1.216 4.535
C 2.857 -0.006 5.146
C 1.576 0.444 5.405
C 0.427 -0.301 4.962
C 0.641 -1.465 4.216
H -1.754 -2.855 2.265
H -1.802 -1.236 3.081
H -2.270 -2.703 3.940
H 2.481 -4.061 3.518
H 4.114 -1.658 4.396
H 3.627 0.675 5.483
H 1.391 1.388 5.922
H -0.569 -0.034 5.239
*
```

- Orbital gap: 4.814 eV
- LUMO: 4.22 eV

Results of the natural (NBO) charge analysis, in e, for atoms 1 through 4: atom 1 (In): 1.584, atom 2 (O): -0.829, atom 3 (C): 0.398, atom 4 (C): -0.284